Entry 1:
Computed, not measured: a molecular structure, C22H26BaN2O13 at a distorted geometry, with wB97M-V/def2-TZVPD.

XYZ file:
```
64
Properties=species:S:1:pos:R:3
Ba 0.24169 -0.28761 0.33908
O -3.72179 -0.22904 0.95342
C -2.69886 -0.84559 1.25992
O -1.87302 -1.42630 0.48255
C -2.34737 -0.94798 2.77386
C -1.27535 -2.00315 3.05922
C -1.13777 -2.25438 4.56710
C -0.35149 -1.00206 5.02740
C -0.25119 -0.21587 3.71933
O -0.04634 -1.29454 2.77534
C -1.65910 0.34617 3.37707
C -1.67039 1.58522 2.45212
O -2.29910 2.58116 2.80574
O -0.98503 1.44525 1.38252
H -3.27997 -1.16262 3.29867
H -1.35317 -2.88065 2.42606
H -0.57379 -3.16770 4.75918
H -2.11314 -2.34265 5.04996
H 0.64429 -1.27345 5.37892
H -0.85720 -0.43655 5.81092
H 0.56750 0.49532 3.64240
H -2.15920 0.66215 4.29307
O -0.65375 -1.41221 -2.65604
C -0.31355 -2.51031 -3.02637
C 0.97098 -3.18300 -2.75703
C 1.31828 -4.19988 -3.62726
C 2.57765 -4.77196 -3.56268
C 3.52793 -4.31341 -2.63556
C 3.19599 -3.33088 -1.74735
C 1.87637 -2.75698 -1.71729
O 1.51316 -1.94260 -0.83663
N 2.92611 -5.82647 -4.48361
O 2.06860 -6.24295 -5.25382
O 4.03033 -6.35025 -4.37666
H -0.98185 -3.09462 -3.69718
H 0.60755 -4.52980 -4.37482
H 4.51816 -4.74689 -2.63519
H 3.90905 -2.96249 -1.02160
C 1.51291 3.65066 0.31498
C 2.30055 2.47389 -0.24825
C 3.42590 2.94515 -1.15496
O 1.43301 1.62213 -1.03253
C 2.89040 1.68263 0.97993
O 2.28844 0.63027 1.34126
O 3.88176 2.20314 1.50486
H 1.14437 4.28526 -0.49696
H 2.17907 4.23244 0.95368
H 0.65856 3.31008 0.90248
H 3.01051 3.55782 -1.96163
H 3.93486 2.08570 -1.59384
H 4.15349 3.52325 -0.58781
H 0.87705 2.18115 -1.60564
C -3.74139 2.80940 -0.47874
N -2.81168 3.18369 -1.53385
C -3.30854 3.87393 -2.69462
C -1.51044 2.85796 -1.43457
O -0.65920 3.12788 -2.28161
H -4.49129 2.11592 -0.86332
H -4.23380 3.69821 -0.07479
H -3.20823 2.31999 0.33179
H -4.28685 3.46930 -2.96417
H -2.61670 3.73359 -3.52251
H -3.42089 4.94899 -2.51332
H -1.29310 2.30714 -0.51061
```

The energy above the lowest of the compared OMol25 structures with the same formula, charge and spin is 27.5 kcal/mol. The calculation puts the HOMO-LUMO gap at 7.58 eV. As for the total charge: -2.

Mulliken atomic charge list, values in e, 5 entries: atom 1 (Ba): 2.681, atom 2 (O): -0.795, atom 3 (C): 0.114, atom 4 (O): -0.904, atom 5 (C): -0.119

---

Entry 2:
Computed, not measured: a gas-phase ion, C22H26Br3F7N2O7P3 (charge +1) at a distorted geometry, with wB97M-V/def2-TZVPD.

XYZ file:
```
70
Properties=species:S:1:pos:R:3
C 1.92703 -0.84468 3.75494
C 1.70360 -2.43052 3.30566
C 0.95356 -2.55721 1.80348
Br 1.50819 -4.25425 0.80531
C 0.98389 -1.18739 0.93794
C 2.52257 -0.69976 0.44214
C 3.83933 -1.69362 0.69815
C 4.17366 -2.65601 -0.63786
C 3.09999 -2.45903 -1.85868
N 3.36469 -3.61532 -2.84628
C 2.74707 0.81643 -0.27599
C 4.31520 1.13135 -0.57554
F 5.08493 1.33142 0.71496
F 4.68267 2.35326 -1.31948
F 5.00595 0.14008 -1.48933
C 1.42555 1.82350 -0.55972
C 1.75585 3.33178 -0.98492
F 0.75765 4.41332 -0.78258
F 2.36788 3.59979 -2.29449
C 2.65434 3.97488 0.30150
F 1.75858 4.27466 1.48441
F 3.11076 5.33133 -0.17195
C -0.09868 1.19014 -0.28362
C -1.49832 1.93162 -0.78257
P -1.61244 3.30102 -2.07176
O -2.64790 2.61637 -3.13149
O -1.96038 4.89865 -1.63234
O -0.32069 3.34876 -3.30205
C -3.01273 1.42272 -0.27215
P -4.69297 2.29143 -0.49615
C -4.94397 3.83557 -1.49550
O -4.73735 3.11608 1.11771
N -3.18010 0.08636 0.52680
P -4.85455 -0.44754 0.90976
O -5.57289 0.44994 2.04453
O -5.17314 -2.01534 1.53085
O -5.87743 -0.59343 -0.55289
C -1.89949 -0.71169 0.86241
C -2.29793 -2.11476 1.58458
Br -2.55528 -2.15791 3.60837
C -2.40060 -3.36030 0.72186
C -2.15606 -3.39534 -0.89843
Br -2.85296 -5.06430 1.72041
C -0.35371 -0.25628 0.52357
H 2.89797 -0.40009 3.22314
H 2.10258 -0.78565 4.93340
H 0.97708 -0.17681 3.54894
H 2.69774 -3.06911 3.35501
H 1.02952 -2.88150 4.18181
H -0.05480 -2.98080 2.17260
H 4.83743 -1.14024 0.91356
H 3.71767 -2.47799 1.54006
H 5.24287 -2.37681 -1.08073
H 4.24096 -3.78927 -0.33202
H 1.97287 -2.56252 -1.55762
H 3.24957 -1.47754 -2.49228
H 3.03235 -3.35636 -3.80408
H 2.69017 -4.36468 -2.51406
H 3.47441 3.30564 0.71803
H -1.53003 5.61256 -2.22304
H -0.55576 4.17836 -3.84365
H -6.10977 4.09833 -1.35739
H -4.85913 3.78379 -2.67348
H -4.44250 4.82191 -1.04284
H -5.68009 2.99450 1.45697
H -5.13944 -2.70731 0.78752
H -5.44119 -1.23370 -1.19101
H -1.62587 -2.41655 -1.32820
H -1.38174 -4.27737 -1.11713
H -3.15540 -3.65069 -1.47324
```

Its SMILES is CC[C@H](Br)c1c(CCCN)c(C(F)(F)F)c(C(F)(F)C(F)F)c2c(P(=O)(O)O)c(P(C)O)[n+](P(=O)(O)O)c(/C(Br)=C(\C)Br)c12. The calculation puts the HOMO-LUMO gap at 5.18 eV. As for the total charge: +1.

natural (NBO) atomic charge list, values in e, 5 entries: atom 1 (C): -0.647, atom 2 (C): -0.428, atom 3 (C): -0.330, atom 4 (Br): 0.021, atom 5 (C): 0.067

---

Entry 3:
Computed, not measured: a molecular structure, C22H26CrN5O4, with wB97M-V/def2-TZVPD.

XYZ file:
```
58
Properties=species:S:1:pos:R:3
Cr 0.30256 0.03075 -0.04525
C 2.02641 -2.42471 3.14987
C 1.58637 -1.99642 1.89413
N 1.00133 -0.82649 1.71154
C 0.80388 -0.02898 2.79432
C 1.21771 -0.36545 4.07428
C 1.85126 -1.61144 4.23599
C 0.97494 0.55521 5.15433
C 0.34255 1.72150 4.93250
C -0.11128 2.07388 3.61300
C -0.79275 3.26956 3.32624
C -1.21531 3.52411 2.04507
C -0.95363 2.59873 1.04368
N -0.30178 1.45709 1.27306
C 0.11860 1.20036 2.55800
H 2.49586 -3.39666 3.24351
H 1.70376 -2.62028 1.02176
H 2.18651 -1.92010 5.22033
H 1.30953 0.28958 6.15150
H 0.15520 2.41585 5.74712
H -0.98160 3.98437 4.12280
H -1.74562 4.43374 1.79367
H -1.29249 2.78235 0.03642
C -1.06028 -2.38965 -3.37479
O -0.14085 -1.35891 -3.01139
C 1.20966 -1.74080 -3.17528
C 1.79199 -2.14986 -1.85452
O 1.89597 -1.01141 -0.92740
C 3.19696 -0.37045 -0.95162
H -0.88043 -2.72343 -4.39720
H -2.06111 -1.96527 -3.31796
H -0.99531 -3.24051 -2.69504
H 1.75534 -0.89037 -3.58813
H 1.30206 -2.57252 -3.87821
H 2.79369 -2.55598 -1.96831
H 1.15435 -2.88208 -1.37822
H 3.95201 -1.06401 -0.59325
H 3.16841 0.49165 -0.28673
H 3.44576 -0.04649 -1.95948
C -3.40328 -1.87409 0.69498
O -2.41399 -0.79942 0.56512
C -1.19351 -1.19585 0.23922
O -0.82059 -2.32495 0.01657
H -4.35542 -1.37350 0.80126
H -3.17858 -2.46664 1.57604
H -3.38458 -2.50123 -0.18982
N -3.03095 2.11100 -3.73042
C -1.77893 2.03419 -3.23107
C -1.46531 1.21725 -2.13241
N -0.22102 1.16536 -1.66198
C 0.73503 1.89575 -2.25700
C 0.40546 2.69232 -3.33695
N -0.82867 2.76740 -3.82189
H -3.78716 1.55833 -3.37546
H -3.19132 2.69360 -4.53564
H -2.21301 0.59220 -1.65800
H 1.74478 1.84862 -1.86846
H 1.17079 3.28316 -3.83444
```

As for the expectation value of S²: 0.781. As for the spin multiplicity: 2. The energy above the lowest of the compared OMol25 structures with the same formula, charge and spin is 10.1 kcal/mol. The calculation puts the HOMO-LUMO gap (spin up / spin down) at 7.34 / 7.56 eV. As for the total charge: +2.

natural (NBO) atomic charge list, values in e, 5 entries: atom 1 (Cr): 1.187, atom 2 (C): -0.230, atom 3 (C): 0.108, atom 4 (N): -0.476, atom 5 (C): 0.124

---

Entry 4:
Computed, not measured: a molecular structure, C22H26F3GeIrN3O3S at a distorted geometry, with wB97M-V/def2-TZVPD.

XYZ file:
```
60
Properties=species:S:1:pos:R:3
Ir 0.02821 1.00239 -0.04164
C 1.07656 2.53580 -2.77206
C 0.30047 1.30491 -3.11601
C 0.02041 0.98701 -4.44350
C -0.69053 -0.15550 -4.74038
C -1.13530 -0.96994 -3.70734
C -0.85366 -0.60702 -2.41063
N -0.13457 0.49135 -2.13106
C -1.32699 -1.32295 -1.23654
C -2.20247 -2.39201 -1.27980
C -2.65218 -2.94432 -0.09414
C -2.24908 -2.39538 1.11170
C -1.37656 -1.32467 1.10240
N -0.89393 -0.84311 -0.05804
C -0.94152 -0.60872 2.29260
C -1.25496 -0.97021 3.58363
C -0.80339 -0.17393 4.62562
C -0.05597 0.95257 4.34539
C 0.24411 1.27036 3.02453
C 1.07528 2.46289 2.67995
N -0.19877 0.47482 2.02716
H 1.46248 3.00944 -3.67052
H 1.91220 2.31043 -2.10953
H 0.42784 3.25539 -2.27265
H 0.37084 1.64514 -5.22559
H -0.90499 -0.41617 -5.76805
H -1.69288 -1.86776 -3.92645
H -2.54716 -2.78040 -2.22560
H -3.33289 -3.78496 -0.10777
H -2.62494 -2.78830 2.04383
H -1.83908 -1.85445 3.78913
H -1.03918 -0.43525 5.64855
H 0.30190 1.59422 5.13784
H 1.22857 3.09536 3.55037
H 0.59572 3.06322 1.90588
H 2.05548 2.14468 2.31819
C 1.74202 -2.87555 -1.13297
Ge 2.31996 -1.64143 0.25732
C 4.26817 -1.48667 0.20141
C 1.86583 -2.29843 2.03364
C 1.88523 0.27004 -0.22403
H 2.24386 -3.82676 -0.95290
H 2.02729 -2.52107 -2.12386
H 0.66821 -3.06066 -1.11835
H 4.65936 -2.49088 0.36847
H 4.62426 -0.82565 0.98986
H 4.60585 -1.12568 -0.76867
H 2.49739 -3.17019 2.20784
H 0.82893 -2.62116 2.11358
H 2.07580 -1.56426 2.81207
H 2.17382 0.32336 -1.27356
H 2.52916 0.91575 0.38232
F -3.13214 3.31134 1.52538
C -3.32758 3.60480 0.24340
F -3.20995 4.89853 0.05180
F -4.50679 3.17067 -0.14247
S -2.04833 2.69473 -0.73257
O -0.71220 2.99959 -0.04381
O -2.12035 3.07655 -2.09695
O -2.30688 1.27814 -0.42643
```

As for the expectation value of S²: 0.754. As for the spin multiplicity: 2. The energy above the lowest of the compared OMol25 structures with the same formula, charge and spin is 0.0 kcal/mol. The calculation puts the HOMO-LUMO gap (spin up / spin down) at 7.73 / 6.47 eV. As for the total charge: +2.

natural (NBO) atomic charge list, values in e, 5 entries: atom 1 (Ir): 1.377, atom 2 (C): -0.679, atom 3 (C): 0.303, atom 4 (C): -0.201, atom 5 (C): -0.094

---

| no. | molecular weight (g mol⁻¹) |
| --- | --- |
| 1 | 663.78 |
| 2 | 896.08 |
| 3 | 476.48 |
| 4 | 734.36 |